No. 1
Molecular formula: C4H9N3O
Method: DFT, ωB97M-V with the def2-TZVPD basis set

Its energy relative to the best compared isomer or geometry (same formula, charge and spin) is 1190.25 kJ/mol. The calculation puts the total energy at -10800.1257 eV. The multiplicity is 1. The HOMO-LUMO gap is 8.3 eV. The calculation puts the LUMO energy at 0.353 eV.

CARTESIAN COORDINATES (ANGSTROEM)
C (-0.52, 2.69, -0.24)
C (-1.22, 1.65, 0.42)
C (0.42, -1.23, 0.17)
C (-0.38, -2.39, 0.81)
H (0.36, 2.13, -0.85)
H (-1.13, 3.63, -0.91)
H (-0.37, 3.27, 0.69)
H (-2.06, 1.95, 1.08)
H (0.14, -2.90, 1.98)
H (-1.58, -1.58, 0.70)
H (-0.07, -3.43, -0.33)
H (1.62, -2.52, -1.22)
H (1.96, 0.43, -0.58)
N (-0.90, 0.48, 0.60)
N (0.30, -0.01, -0.01)
N (1.52, -1.58, -0.72)
O (1.91, -0.61, -1.59)

No. 2
Molecular formula: C4H8NO2
Method: DFT, ωB97M-V with the def2-TZVPD basis set

Its SMILES is C/C(O)=C/C([NH3+])=O. Its energy relative to the best compared isomer or geometry (same formula, charge and spin) is 142.46 kJ/mol. The calculation puts the total energy at -9854.8541 eV. The net charge is +1. The multiplicity is 1. The HOMO-LUMO gap is 9.9 eV. The calculation puts the LUMO energy at -4.002 eV.

CARTESIAN COORDINATES (ANGSTROEM)
C (2.23, -0.02, 0.66)
C (1.06, 0.68, -0.09)
O (1.20, 1.76, -0.78)
C (-0.20, 0.07, -0.01)
C (-1.50, 0.36, -0.48)
N (-2.37, -0.99, -0.17)
O (-2.09, 1.18, -1.02)
H (2.90, -0.46, -0.11)
H (1.91, -0.73, 1.31)
H (2.75, 0.85, 1.30)
H (2.18, 1.88, -0.89)
H (-0.18, -0.76, 0.71)
H (-2.68, -1.35, -1.09)
H (-3.33, -0.85, 0.29)
H (-1.86, -1.63, 0.39)

No. 3
Molecular formula: C39H36N4O2OsS2Te
Method: DFT, ωB97M-V with the def2-TZVPD basis set

Its energy relative to the best compared isomer or geometry (same formula, charge and spin) is 0.00 kJ/mol. The calculation puts the total energy at -82497.2651 eV. The net charge is +2. The multiplicity is 5. The HOMO-LUMO gap (alpha / beta) is 8.0 / 6.7 eV. The calculation puts the LUMO energy (alpha / beta) at -5.543 / -6.861 eV.

CARTESIAN COORDINATES (ANGSTROEM)
Os (-0.04, -2.54, -1.62)
C (0.45, -4.54, 6.75)
C (0.36, -3.92, 5.38)
C (-0.13, -4.65, 4.30)
C (-0.19, -4.10, 3.03)
C (0.24, -2.80, 2.86)
C (0.75, -2.04, 3.90)
C (0.80, -2.61, 5.17)
S (0.17, -2.01, 1.28)
O (-0.17, -3.20, 0.31)
C (-1.36, -1.11, 1.37)
C (-2.49, -1.76, 1.91)
C (-3.70, -1.13, 1.88)
C (-3.83, 0.16, 1.31)
C (-5.09, 0.81, 1.27)
C (-5.20, 2.07, 0.73)
C (-4.06, 2.73, 0.23)
C (-2.84, 2.13, 0.25)
C (-2.69, 0.82, 0.79)
C (-1.43, 0.15, 0.80)
C (-0.27, 0.85, 0.16)
C (0.62, 1.64, 0.93)
C (0.51, 1.73, 2.35)
C (1.38, 2.49, 3.06)
C (2.41, 3.21, 2.41)
C (2.53, 3.16, 1.05)
C (1.63, 2.38, 0.27)
C (1.74, 2.32, -1.14)
C (0.90, 1.55, -1.88)
C (-0.11, 0.83, -1.21)
S (-1.17, -0.29, -2.08)
O (-0.25, -1.03, -3.13)
C (-2.39, 0.66, -2.89)
C (-3.70, 0.23, -2.71)
C (-4.73, 0.96, -3.28)
C (-4.46, 2.10, -4.04)
C (-5.57, 2.89, -4.68)
C (-3.13, 2.51, -4.20)
C (-2.09, 1.80, -3.64)
H (-0.33, -5.27, 6.90)
H (0.39, -3.78, 7.53)
H (1.41, -5.05, 6.86)
H (-0.46, -5.67, 4.46)
H (-0.57, -4.68, 2.20)
H (1.10, -1.03, 3.74)
H (1.18, -2.03, 6.00)
H (-2.39, -2.74, 2.36)
H (-4.57, -1.62, 2.29)
H (-5.96, 0.31, 1.67)
H (-6.17, 2.56, 0.71)
H (-4.17, 3.73, -0.18)
H (-1.97, 2.65, -0.13)
H (-0.29, 1.19, 2.85)
H (1.29, 2.56, 4.14)
H (3.09, 3.82, 2.99)
H (3.30, 3.73, 0.54)
H (2.52, 2.90, -1.63)
H (1.02, 1.45, -2.95)
H (-3.92, -0.65, -2.12)
H (-5.75, 0.64, -3.14)
H (-6.54, 2.59, -4.29)
H (-5.57, 2.72, -5.76)
H (-5.43, 3.96, -4.52)
H (-2.91, 3.39, -4.79)
H (-1.07, 2.12, -3.77)
C (4.93, 1.46, -1.85)
C (5.87, 0.27, -2.04)
C (5.94, -0.16, -3.50)
C (5.49, -0.89, -1.12)
N (4.14, -1.41, -1.37)
C (2.97, -1.10, -0.81)
N (2.05, -1.84, -1.39)
N (2.69, -2.61, -2.31)
N (3.93, -2.36, -2.30)
H (5.28, 2.32, -2.42)
H (4.84, 1.76, -0.81)
H (3.93, 1.21, -2.23)
H (6.87, 0.56, -1.71)
H (4.96, -0.44, -3.89)
H (6.62, -1.00, -3.64)
H (6.31, 0.67, -4.11)
H (5.52, -0.60, -0.07)
H (6.16, -1.73, -1.27)
H (2.82, -0.37, -0.03)
Te (-1.92, -3.98, -2.36)

No. 4
Molecular formula: C4H12BrFeN2O2
Method: DFT, ωB97M-V with the def2-TZVPD basis set

Its energy relative to the best compared isomer or geometry (same formula, charge and spin) is 589.67 kJ/mol. The calculation puts the total energy at -115820.9862 eV. The net charge is +2. The multiplicity is 6. The HOMO-LUMO gap (alpha / beta) is 7.9 / 6.3 eV. The calculation puts the LUMO energy (alpha / beta) at -9.918 / -11.102 eV.

CARTESIAN COORDINATES (ANGSTROEM)
Fe (-9.80, 4.53, 11.21)
Br (-11.28, 3.48, 10.71)
C (-14.37, 2.64, 8.82)
O (-15.05, 2.26, 7.93)
N (-13.04, 2.57, 8.81)
N (-14.82, 3.17, 9.92)
H (-12.63, 2.16, 7.98)
H (-12.45, 3.02, 9.49)
H (-15.83, 3.26, 9.91)
H (-14.22, 3.22, 10.73)
C (-12.79, 4.43, 5.85)
C (-11.82, 3.89, 6.91)
C (-11.89, 4.60, 8.23)
O (-12.04, 2.53, 7.12)
H (-12.64, 5.48, 5.62)
H (-13.84, 4.33, 6.14)
H (-12.81, 3.88, 4.91)
H (-10.84, 4.04, 6.45)
H (-12.95, 4.61, 8.50)
H (-11.53, 5.62, 8.16)
H (-11.20, 4.20, 8.97)
H (-11.98, 2.12, 6.25)

No. 5
Molecular formula: C2HN2P
Method: DFT, ωB97M-V with the def2-TZVPD basis set

Its energy relative to the best compared isomer or geometry (same formula, charge and spin) is 182.26 kJ/mol. The calculation puts the total energy at -14354.9503 eV. The multiplicity is 1. The HOMO-LUMO gap (alpha / beta) is 8.3 / 8.3 eV. The calculation puts the LUMO energy (alpha / beta) at -3.277 / -3.277 eV.

CARTESIAN COORDINATES (ANGSTROEM)
C (-0.79, 1.23, -0.01)
C (1.44, -0.98, 0.08)
N (-0.67, 2.24, -0.56)
N (2.49, -1.31, -0.22)
P (-0.98, -0.25, 0.91)
H (-1.49, -0.94, -0.20)

No. 6
Molecular formula: C23H37O3V
Method: DFT, ωB97M-V with the def2-TZVPD basis set

Its energy relative to the best compared isomer or geometry (same formula, charge and spin) is 0.00 kJ/mol. The calculation puts the total energy at -56276.1430 eV. The net charge is -1. The multiplicity is 4. The HOMO-LUMO gap (alpha / beta) is 3.9 / 3.8 eV. The calculation puts the LUMO energy (alpha / beta) at 2.642 / 2.638 eV.

CARTESIAN COORDINATES (ANGSTROEM)
O (-2.34, 0.17, -2.57)
C (-1.03, 0.71, -2.91)
C (-1.54, 2.16, -2.87)
H (-0.58, 0.38, -3.86)
H (-0.36, 0.42, -2.09)
C (-2.88, 1.54, -2.39)
H (-1.58, 2.66, -3.84)
H (-1.00, 2.75, -2.12)
C (-4.11, 1.59, -3.28)
H (-3.79, 1.34, -4.29)
H (-4.60, 2.56, -3.34)
H (-4.80, 0.79, -2.98)
C (-3.13, 1.82, -0.90)
H (-2.26, 1.39, -0.41)
H (-4.07, 1.34, -0.59)
H (-3.24, 2.85, -0.61)
V (1.33, -0.06, 0.83)
C (1.92, 1.65, 1.89)
C (3.02, 0.74, 1.91)
C (3.39, 0.44, 0.57)
H (3.48, 0.37, 2.81)
C (2.50, 1.18, -0.31)
C (1.59, 1.94, 0.53)
H (0.77, 2.60, 0.23)
H (1.44, 2.03, 2.79)
H (4.27, -0.14, 0.30)
H (2.58, 1.18, -1.39)
C (-0.12, -0.88, 3.02)
C (-0.65, 0.27, 2.22)
C (-1.20, -0.35, 1.08)
H (-1.05, 1.18, 2.69)
C (-0.52, -1.60, 0.87)
C (0.39, -1.85, 1.93)
H (0.86, -2.82, 2.11)
H (-1.05, -1.33, 3.41)
H (-2.04, 0.03, 0.47)
H (-0.69, -2.21, -0.01)
O (1.35, -0.87, -4.11)
C (0.99, -0.56, -5.56)
C (1.48, -1.71, -6.44)
H (1.49, 0.41, -5.81)
H (-0.12, -0.48, -5.63)
C (2.09, -2.76, -5.47)
H (2.24, -1.35, -7.12)
H (0.66, -2.13, -7.01)
C (2.05, -2.13, -4.05)
H (3.12, -2.98, -5.73)
H (1.49, -3.68, -5.52)
H (3.06, -1.93, -3.68)
H (1.47, -2.73, -3.33)
C (1.27, -0.10, 6.35)
C (0.12, -0.35, 5.39)
C (-0.68, -1.57, 5.85)
C (-0.78, 0.88, 5.31)
O (0.77, -0.62, 4.11)
H (0.93, 0.02, 7.38)
H (1.79, 0.82, 6.04)
H (1.96, -0.95, 6.28)
H (-1.02, -1.42, 6.89)
H (-1.57, -1.73, 5.23)
H (-0.05, -2.47, 5.83)
H (-0.22, 1.76, 4.99)
H (-1.60, 0.71, 4.60)
H (-1.20, 1.08, 6.30)

No. 7
Molecular formula: C18H13F6N3O6PtS3
Method: DFT, ωB97M-V with the def2-TZVPD basis set

Its energy relative to the best compared isomer or geometry (same formula, charge and spin) is 0.00 kJ/mol. The calculation puts the total energy at -87670.1699 eV. The net charge is +2. The multiplicity is 1. The HOMO-LUMO gap is 4.8 eV. The calculation puts the LUMO energy at -10.598 eV.

CARTESIAN COORDINATES (ANGSTROEM)
Pt (0.99, 0.93, 0.19)
F (1.93, 5.23, 0.25)
C (2.03, 4.23, 1.10)
F (2.29, 4.65, 2.31)
F (2.95, 3.37, 0.69)
S (0.37, 3.38, 1.15)
O (0.58, 2.08, 1.87)
O (-0.58, 4.28, 1.65)
N (0.30, 2.79, -0.38)
S (-1.13, 2.80, -1.27)
O (-2.17, 3.43, -0.55)
O (-1.23, 1.50, -1.84)
C (-0.65, 3.96, -2.63)
F (0.38, 3.45, -3.31)
F (-1.68, 4.09, -3.43)
F (-0.30, 5.12, -2.11)
C (-5.07, -1.62, 1.93)
C (-3.59, -1.55, 2.09)
C (-2.80, -2.72, 2.04)
C (-1.44, -2.66, 2.20)
C (-0.84, -1.42, 2.41)
C (-1.59, -0.24, 2.49)
C (-2.96, -0.32, 2.32)
S (0.86, -1.32, 2.60)
O (1.46, -2.59, 2.83)
O (1.29, -0.12, 3.21)
N (1.30, -0.94, 0.83)
C (1.58, -1.83, -0.09)
C (1.75, -3.25, 0.07)
C (2.17, -4.01, -0.99)
C (2.44, -3.42, -2.23)
C (2.28, -2.03, -2.47)
C (2.56, -1.39, -3.69)
C (2.38, -0.02, -3.77)
C (1.91, 0.67, -2.66)
N (1.59, 0.06, -1.51)
C (1.81, -1.26, -1.41)
H (-5.42, -2.63, 1.76)
H (-5.39, -0.99, 1.10)
H (-5.56, -1.24, 2.83)
H (-3.29, -3.67, 1.89)
H (-0.84, -3.57, 2.19)
H (-1.12, 0.70, 2.72)
H (-3.56, 0.58, 2.39)
H (1.58, -3.70, 1.04)
H (2.32, -5.07, -0.87)
H (2.79, -4.05, -3.05)
H (2.92, -1.95, -4.54)
H (2.61, 0.53, -4.67)
H (1.77, 1.75, -2.68)

No. 8
Molecular formula: C4H14O2
Method: DFT, ωB97M-V with the def2-TZVPD basis set

Its SMILES is CCCC.O.O. Its energy relative to the best compared isomer or geometry (same formula, charge and spin) is 157.85 kJ/mol. The calculation puts the total energy at -8468.7234 eV. The multiplicity is 1. The HOMO-LUMO gap is 11.1 eV. The calculation puts the LUMO energy at 0.654 eV.

CARTESIAN COORDINATES (ANGSTROEM)
C (1.62, 1.32, -0.92)
C (0.58, 1.59, 0.15)
C (-0.61, 0.61, -0.01)
C (-1.84, 1.03, 0.87)
H (1.86, 0.26, -1.00)
H (2.60, 1.87, -0.63)
H (1.14, 1.48, -1.88)
H (0.32, 2.70, 0.13)
H (0.94, 1.52, 1.27)
H (-0.17, -0.36, 0.36)
H (-0.79, 0.27, -0.91)
H (-1.74, 0.99, 1.95)
H (-2.64, 0.35, 0.69)
H (-2.24, 1.91, 0.43)
O (-1.08, -2.75, 1.18)
H (-0.17, -3.11, 1.31)
H (-1.51, -3.50, 0.74)
O (0.96, -2.07, -0.98)
H (1.45, -1.31, -1.26)
H (1.32, -2.78, -1.47)

No. 9
Molecular formula: C10H19NO2Si
Method: DFT, ωB97M-V with the def2-TZVPD basis set

Its SMILES is CC1=CC[C@@H]([Si](C)(C)C)[C@H]([N+](=O)[O-])C1. Its energy relative to the best compared isomer or geometry (same formula, charge and spin) is 341.82 kJ/mol. The calculation puts the total energy at -24137.2966 eV. The multiplicity is 1. The HOMO-LUMO gap is 9.4 eV. The calculation puts the LUMO energy at 0.224 eV.

CARTESIAN COORDINATES (ANGSTROEM)
C (-1.52, 3.14, 0.83)
C (-1.07, 1.84, 0.32)
C (-0.55, 1.83, -0.86)
C (-0.27, 0.46, -1.64)
C (-0.29, -0.84, -0.84)
Si (1.42, -1.15, -0.06)
C (2.45, 0.49, -0.20)
C (2.23, -2.43, -1.15)
C (1.25, -1.91, 1.84)
C (-1.53, -0.71, 0.39)
N (-2.77, -0.57, -0.32)
O (-3.13, -1.43, -1.14)
O (-3.49, 0.39, -0.11)
C (-1.29, 0.65, 1.15)
H (-1.24, 3.36, 1.80)
H (-2.66, 3.19, 0.80)
H (-1.22, 3.99, 0.18)
H (-0.34, 2.76, -1.43)
H (-1.03, 0.45, -2.39)
H (0.67, 0.60, -2.31)
H (-0.56, -1.67, -1.45)
H (1.86, 1.39, -0.03)
H (3.26, 0.47, 0.54)
H (2.85, 0.46, -1.27)
H (2.06, -3.41, -0.63)
H (1.83, -2.47, -2.16)
H (3.31, -2.26, -1.17)
H (0.85, -2.99, 1.80)
H (2.28, -2.02, 2.30)
H (0.70, -1.27, 2.61)
H (-1.40, -1.68, 0.92)
H (-0.43, 0.51, 1.91)
H (-2.23, 0.86, 1.74)

No. 10
Molecular formula: C5H8N3
Method: DFT, ωB97M-V with the def2-TZVPD basis set

Its energy relative to the best compared isomer or geometry (same formula, charge and spin) is 609.04 kJ/mol. The calculation puts the total energy at -9772.2299 eV. The net charge is +1. The multiplicity is 1. The HOMO-LUMO gap (alpha / beta) is 6.3 / 6.3 eV. The calculation puts the LUMO energy (alpha / beta) at -5.587 / -5.588 eV.

CARTESIAN COORDINATES (ANGSTROEM)
C (0.09, -1.10, -0.21)
C (1.27, -0.41, 0.20)
C (1.55, 0.92, -0.16)
C (2.24, -1.13, 0.91)
C (-2.91, 0.64, 0.25)
N (-1.07, -0.66, -0.27)
N (-2.02, -0.04, -0.65)
N (1.34, 1.48, -1.32)
H (0.36, -2.17, -0.36)
H (3.20, -0.64, 1.13)
H (2.12, -2.19, 0.83)
H (-3.01, 0.25, 1.26)
H (-2.43, 1.68, 0.41)
H (-3.86, 0.80, -0.30)
H (1.08, 1.04, -2.16)
H (1.36, 2.45, -1.37)

No. 11
Molecular formula: C4H11NO
Method: DFT, ωB97M-V with the def2-TZVPD basis set

Its SMILES is C=CO.CNC. Its energy relative to the best compared isomer or geometry (same formula, charge and spin) is 274.43 kJ/mol. The calculation puts the total energy at -7861.7093 eV. The multiplicity is 1. The HOMO-LUMO gap is 9.3 eV. The calculation puts the LUMO energy at 0.949 eV.

CARTESIAN COORDINATES (ANGSTROEM)
C (0.54, -1.02, 2.04)
C (1.64, -0.48, 1.58)
O (1.71, 0.16, 0.42)
H (0.59, -1.35, 3.04)
H (-0.23, -1.21, 1.34)
H (2.73, -0.59, 2.00)
H (0.79, 0.45, 0.07)
C (-1.70, 0.28, -0.10)
N (-0.61, 0.09, -1.10)
C (-1.02, 0.82, -2.40)
H (-1.52, -0.06, 0.92)
H (-1.92, 1.35, 0.13)
H (-2.60, -0.34, -0.37)
H (-0.48, -0.90, -1.31)
H (-0.44, 0.44, -3.16)
H (-0.94, 1.97, -2.37)
H (-2.10, 0.67, -2.69)

No. 12
Molecular formula: C16H24BF16N2O16S4Zr
Method: DFT, ωB97M-V with the def2-TZVPD basis set

The calculation puts the total energy at -141486.9250 eV. The net charge is +1. The multiplicity is 1. The HOMO-LUMO gap is 6.1 eV. The calculation puts the LUMO energy at -6.804 eV.

CARTESIAN COORDINATES (ANGSTROEM)
Zr (-9.79, 2.92, -20.90)
N (-11.10, 1.34, -20.78)
S (-12.25, 0.70, -21.74)
O (-13.55, 0.98, -21.26)
O (-11.97, -0.39, -22.59)
F (-12.10, 1.89, -22.84)
S (-11.31, 0.06, -19.53)
O (-11.30, -1.28, -19.96)
O (-12.19, 0.52, -18.54)
F (-9.86, 0.26, -18.93)
N (-9.49, 2.86, -22.96)
S (-9.52, 3.81, -24.28)
O (-10.40, 3.47, -25.31)
O (-8.26, 4.39, -24.52)
F (-10.25, 5.01, -23.50)
S (-8.73, 1.52, -23.81)
O (-7.35, 1.70, -24.04)
O (-9.53, 0.77, -24.67)
F (-8.82, 0.67, -22.42)
B (-10.44, 3.29, -18.46)
H (-9.61, 3.77, -17.75)
H (-10.02, 2.28, -18.88)
H (-11.45, 3.04, -17.89)
H (-10.71, 3.94, -19.39)
C (-12.23, 7.92, -19.71)
C (-11.62, 6.63, -20.19)
O (-12.54, 6.11, -21.22)
C (-12.52, 4.90, -21.59)
O (-11.68, 4.06, -21.25)
C (-13.65, 4.56, -22.61)
F (-14.52, 5.58, -22.64)
F (-13.14, 4.41, -23.82)
F (-14.28, 3.48, -22.19)
H (-13.18, 7.80, -19.18)
H (-12.49, 8.60, -20.52)
H (-11.50, 8.39, -19.04)
H (-11.51, 5.90, -19.39)
H (-10.67, 6.83, -20.68)
C (-12.50, -4.92, -20.93)
C (-13.32, -3.65, -20.71)
O (-14.66, -3.83, -21.18)
C (-15.46, -2.81, -21.02)
O (-15.15, -1.73, -20.60)
C (-16.94, -3.09, -21.37)
F (-17.34, -2.22, -22.32)
F (-17.11, -4.32, -21.85)
F (-17.69, -2.91, -20.29)
H (-11.51, -4.66, -20.56)
H (-12.49, -5.20, -21.98)
H (-12.92, -5.77, -20.40)
H (-12.84, -2.92, -21.37)
H (-13.26, -3.32, -19.67)
C (-15.17, 0.54, -14.57)
C (-14.87, 0.50, -16.06)
O (-15.28, 1.63, -16.80)
C (-14.46, 2.64, -16.99)
O (-13.37, 2.76, -16.52)
C (-15.05, 3.67, -17.98)
F (-14.71, 4.90, -17.56)
F (-14.47, 3.52, -19.19)
F (-16.35, 3.58, -18.12)
H (-16.17, 0.93, -14.33)
H (-14.57, 1.29, -14.05)
H (-15.11, -0.42, -14.07)
H (-15.45, -0.34, -16.44)
H (-13.81, 0.27, -16.19)
C (-17.16, -0.69, -24.68)
C (-17.13, 0.00, -26.03)
O (-15.79, 0.36, -26.39)
C (-15.28, 1.45, -25.89)
O (-15.78, 2.18, -25.08)
C (-13.81, 1.68, -26.30)
F (-13.07, 1.50, -25.19)
F (-13.40, 0.81, -27.22)
F (-13.64, 2.93, -26.71)
H (-16.63, -1.64, -24.75)
H (-18.16, -1.00, -24.41)
H (-16.72, -0.06, -23.91)
H (-17.79, 0.88, -26.02)
H (-17.52, -0.62, -26.82)

> What is the formula in the ninth record?

C10H19NO2Si